C48H56N6O5S4Ta | ωB97M-V/def2-TZVPD

Calculated values
Net charge: +1
Kohn-Sham gap: 7.912 eV
Energy above the lowest of the compared OMol25 structures with the same formula, charge and spin: 0.0 kJ/mol
Highest occupied orbital energy: -10.387 eV

XYZ file:
```
120
Properties=species:S:1:pos:R:3:forces:R:3:mulliken_charge:R:1
Ta -0.72929 0.02454 0.27182 -0.3 0.4 0.1 0.57
S 0.75419 -1.32143 -4.17193 -0.1 0.0 0.0 -0.33
S -1.73070 4.22879 -2.57549 0.1 0.0 0.1 -0.28
S -3.62028 2.55129 3.14693 0.0 0.0 0.0 -0.35
S 5.23664 4.06103 -0.22201 0.0 0.0 0.0 0.99
O 0.90066 1.06761 -0.38377 0.2 -0.1 0.1 1.22
O -0.44788 -0.15572 2.53748 -0.1 -0.1 -0.2 -0.40
O 5.65355 5.41936 -0.37094 0.0 0.0 0.0 -0.72
O 2.52057 -0.07820 -1.44378 0.1 -0.1 0.1 -0.68
O 4.25725 3.66925 0.75747 0.0 0.0 0.0 -0.43
N 4.63011 3.60675 -1.67334 0.0 0.0 0.0 -0.16
N -2.10739 -1.43903 -0.15604 0.1 0.0 0.2 0.83
N 1.00038 -0.20669 4.23256 0.0 0.0 0.0 -0.29
N 0.06738 2.27051 1.79650 0.0 0.0 -0.1 1.06
N -1.43877 2.04085 -1.30763 0.2 -0.1 0.0 1.62
N -0.29639 -0.45226 -2.03204 0.1 0.0 0.0 1.40
C -1.97492 -3.90648 0.48529 0.0 0.0 0.0 -1.40
C -4.56985 1.54050 2.15558 0.0 0.0 0.0 -0.76
C -3.79795 0.81781 1.29598 0.0 0.0 0.1 -0.47
C -0.88805 2.61074 2.66964 0.0 0.0 0.0 -0.20
C -2.67470 -2.55361 0.73276 -0.1 0.0 -0.1 1.61
C 2.00359 0.96589 -1.10321 -0.3 0.1 -0.3 -0.31
C 0.62443 4.03557 3.85462 0.0 0.0 0.0 -0.91
C 0.70727 -0.38399 2.95209 0.0 0.0 0.0 0.31
C -3.12591 -3.43550 -4.63394 0.0 0.0 0.0 -1.81
C -3.80622 -1.08855 -4.02396 0.0 0.0 0.0 -0.85
C 6.66673 3.06407 0.04882 0.0 0.0 0.0 0.20
C 4.05667 2.26347 -1.78325 0.0 0.0 0.0 -1.14
C -0.32566 0.58402 -2.94597 0.0 0.0 0.0 -1.31
C 2.55181 2.30675 -1.53071 0.1 0.0 0.1 -0.19
C 1.70774 -0.85451 1.95603 0.0 0.0 0.0 -0.75
C 8.92555 1.47795 0.40072 0.0 0.0 0.0 0.84
C 0.46875 -2.84617 -1.90510 0.0 0.0 0.0 -1.50
C -3.90115 -0.04316 -3.11688 0.0 0.0 0.0 0.84
C 7.72948 1.15876 1.03151 0.0 0.0 0.0 -0.75
C -3.08569 -3.31898 3.11898 0.0 0.0 0.0 0.36
C -2.38025 -4.64730 2.84727 0.0 0.0 0.0 -1.39
C -2.47933 -2.23562 2.22011 0.0 0.0 0.0 -1.55
C -0.64151 3.48934 3.72144 0.0 0.0 0.0 -1.03
C -4.54910 1.25979 -3.50093 0.0 0.0 0.0 -2.11
C -2.72832 -1.38684 -1.45734 0.0 0.1 0.0 1.03
C -2.56783 -5.00975 1.37468 0.0 0.0 0.0 0.22
C 0.86769 -1.40037 0.80991 0.1 -0.1 0.0 -1.67
C -4.18233 -2.74075 0.47092 0.0 0.0 0.0 -1.09
C 6.59781 1.94524 0.86162 0.0 0.0 0.0 -0.17
C -2.18168 2.00437 2.37983 0.0 0.0 0.1 1.26
C 1.28200 2.79121 1.94010 0.0 0.0 0.0 -0.52
C 0.25278 -1.52423 -2.55202 0.0 0.0 -0.1 0.24
C -1.91664 3.25592 -1.17647 -0.2 0.0 -0.1 0.02
C -4.05935 -5.16177 1.07343 0.0 0.0 0.0 -1.36
C -2.62393 3.86894 -0.01706 0.0 0.0 0.0 -0.98
C 7.85599 3.40910 -0.58601 0.0 0.0 0.0 -0.78
C 0.20139 0.28704 -4.15758 0.0 0.0 0.0 -0.17
C -4.58024 -3.45897 2.83409 0.0 0.0 0.0 -1.30
C 8.97214 2.61605 -0.40767 0.0 0.0 0.0 -0.62
C -0.89377 1.87043 -2.56606 0.0 0.0 0.0 -0.82
C -3.20446 -2.28962 -3.66124 0.0 0.0 0.0 0.32
C -2.38939 1.06147 1.40305 -0.1 0.0 0.0 0.31
C 1.61166 3.68610 2.94564 0.0 0.0 0.0 -1.20
C -4.76773 -3.83850 1.36545 0.0 0.0 0.0 0.26
C -0.93874 2.95790 -3.37532 -0.1 0.0 -0.1 -0.28
C -2.67438 -2.42740 -2.38481 0.1 0.0 0.0 0.46
C -3.37674 -0.21596 -1.84074 0.0 0.0 0.0 -0.59
C 10.15296 0.63051 0.58268 0.0 0.0 0.0 -1.40
H 1.51834 -2.95692 -1.62918 0.0 0.0 0.0 0.52
H -4.48485 -5.96223 1.68470 0.0 0.0 0.0 0.50
H -4.20623 -5.44146 0.02546 0.0 0.0 0.0 0.53
H -3.20692 -3.08819 -5.66314 0.0 0.0 0.0 0.44
H 0.83481 4.73117 4.65664 0.0 0.0 0.0 0.44
H 1.92504 -0.38551 4.58281 0.0 0.0 0.0 0.24
H -2.17289 -3.35144 -2.14529 0.0 0.0 0.0 -0.09
H -5.60154 1.11764 -3.75086 0.0 0.0 0.0 0.51
H -3.46025 0.59690 -1.13607 0.0 0.0 0.0 -0.10
H 1.49256 -1.56104 -0.06252 0.0 0.0 0.0 0.77
H 10.97214 1.21979 0.99669 0.0 0.0 0.0 0.34
H 5.66957 1.70720 1.36303 0.0 0.0 0.0 0.41
H -1.43143 3.74401 4.41616 0.0 0.0 0.0 0.54
H -1.31392 -4.56346 3.08263 0.0 0.0 0.0 0.47
H 0.29557 0.15187 4.85751 0.0 0.0 0.0 0.27
H -5.83249 -3.93367 1.13903 0.0 0.0 0.0 0.31
H 7.68213 0.28558 1.67049 0.0 0.0 0.0 0.31
H -0.90782 -3.81122 0.70485 0.0 0.0 0.0 0.35
H 2.02603 2.49441 1.21333 0.0 0.0 0.0 0.45
H 2.29408 0.01393 1.63638 0.0 0.0 0.0 -0.13
H 4.27890 1.86962 -2.77302 0.0 0.0 0.0 0.48
H 2.40208 -1.57150 2.40228 0.0 0.0 0.0 0.74
H 7.90792 4.30510 -1.19133 0.0 0.0 0.0 0.46
H -2.93234 -3.02313 4.16030 0.0 0.0 0.0 0.36
H 5.19812 3.93639 -2.44042 0.0 0.0 0.0 0.37
H -1.41339 -2.18720 2.43338 0.0 0.0 0.0 0.03
H -3.08404 4.80652 -0.32687 0.0 0.0 0.0 0.73
H -4.23557 0.11518 0.60887 0.0 -0.1 0.0 -0.18
H -2.04896 -5.94599 1.15346 0.0 0.0 0.0 0.42
H -5.09402 -2.51621 3.04645 0.0 0.0 0.0 0.50
H -3.93692 -4.14558 -4.45997 0.0 0.0 0.0 0.33
H -2.18674 -3.98102 -4.53049 0.0 0.0 0.0 0.36
H -2.79219 -5.43492 3.48405 0.0 0.0 0.0 0.54
H -5.01806 -4.22246 3.48306 0.0 0.0 0.0 0.54
H 2.32253 3.05841 -0.77855 0.0 0.0 0.0 0.26
H -0.57392 3.05412 -4.38366 0.0 0.0 0.0 0.46
H -2.91111 -1.26575 2.46310 0.0 0.1 0.0 -0.04
H 4.53505 1.58527 -1.07179 0.0 0.0 0.0 0.34
H 0.27208 0.92212 -5.02379 0.0 0.0 0.0 0.49
H -2.07115 -4.21902 -0.55255 0.0 0.0 0.0 0.11
H 0.43653 -2.35643 1.11696 0.0 0.0 0.0 0.76
H 10.49157 0.22960 -0.37372 0.0 0.0 0.0 0.33
H 0.21296 -3.64361 -2.60320 0.0 0.0 0.0 0.50
H -4.06275 1.69424 -4.37654 0.0 0.0 0.0 0.39
H -0.14925 -2.94065 -1.02073 0.0 0.0 0.0 -0.11
H -4.49255 1.98338 -2.68670 0.0 0.0 0.0 0.28
H -5.64246 1.51397 2.26653 0.0 0.0 0.0 0.52
H 9.90206 2.88610 -0.89324 0.0 0.0 0.0 0.41
H -3.39923 3.20675 0.36225 0.0 0.0 0.0 0.04
H -4.36010 -3.00323 -0.57305 0.0 0.0 0.0 0.54
H 2.01742 2.60697 -2.43819 0.0 0.0 0.0 0.26
H 9.96288 -0.20539 1.25355 0.0 0.0 0.0 0.35
H 2.61053 4.09603 2.98731 0.0 0.0 0.0 0.64
H -4.20753 -0.97265 -5.02522 0.0 0.0 0.0 0.46
H -4.70855 -1.80555 0.66135 0.0 0.1 0.0 0.25
H -1.92243 4.08564 0.78578 0.0 0.0 0.0 0.06
```
Positions in Å, forces in eV/Å.

=====

C48H56N9O3 | ωB97M-V/def2-TZVPD

Calculated values
Net charge: +7
Kohn-Sham gap: 8.025 eV
Energy above the lowest of the compared OMol25 structures with the same formula, charge and spin: 0.0 kJ/mol
Highest occupied orbital energy: -22.582 eV

XYZ file:
```
116
Properties=species:S:1:pos:R:3:forces:R:3:mulliken_charge:R:1
O 0.53669 -0.78035 1.35710 -0.2 -0.9 0.6 -0.60
O 0.65478 -2.38987 -0.12013 -0.6 -0.2 0.6 -0.43
O -0.35596 -0.51556 -0.57383 -0.4 -0.9 0.3 -0.56
N 10.20395 1.54188 2.40251 -0.7 0.8 -2.2 0.01
N -2.15623 2.99341 1.54848 -0.1 -0.2 -1.5 0.13
N -4.85943 -3.89974 3.35365 -0.6 -0.1 -0.7 0.01
N -7.99369 6.02478 -0.97812 -0.1 -0.2 -0.9 0.01
N -1.25013 -4.16080 -2.27799 0.3 -0.4 -1.1 0.14
N -0.14666 1.25783 -6.57482 0.9 0.1 -0.2 0.01
N 2.11809 -3.95829 3.39660 -0.6 0.3 -0.6 0.07
N 0.22500 -1.28193 0.26078 1.1 2.0 -1.6 0.86
N 4.00899 0.50402 -0.73621 -0.1 -0.1 -1.8 0.15
C -0.48686 0.07502 -7.10506 -2.0 -0.6 0.5 -0.46
C -0.01195 0.26429 -4.45081 0.4 1.4 0.3 -0.38
C 9.81674 2.31967 1.36341 -0.3 0.4 0.7 -0.31
C 0.12055 1.40011 -5.25727 -0.8 -1.7 -0.5 -0.45
C -0.65141 -3.86947 3.54101 0.3 -0.3 -0.9 0.78
C 4.08664 0.28562 0.57529 0.9 0.7 0.8 -0.40
C -2.13088 -3.79964 3.57029 -0.3 0.4 -0.4 0.31
C 6.37486 1.02217 0.53864 0.2 0.7 0.4 0.98
C -3.59021 4.88338 1.42256 -0.3 -0.4 -0.3 -0.66
C -6.00545 4.85183 -1.41978 0.7 0.7 -0.5 -0.63
C 9.35532 0.56710 2.79151 0.6 0.2 0.5 -0.39
C 0.11188 2.41641 -7.47753 -0.3 0.1 0.1 -0.90
C -2.46966 4.25187 1.92237 -0.4 -0.4 1.1 -0.28
C 3.58680 -3.84911 3.24141 -0.2 -0.6 0.0 -0.93
C -0.57657 -0.91088 -4.93490 0.5 -0.4 0.3 -0.15
C 0.14104 -3.44487 4.58691 -0.6 -0.3 0.5 -0.53
C 8.06673 0.44148 2.29418 1.0 -0.4 -0.2 -0.67
C -0.83603 -1.00617 -6.28348 0.7 0.5 -0.4 -0.44
C -2.78525 -3.10686 2.53113 0.2 -0.4 0.2 -0.57
C -4.28183 -4.54769 4.35287 0.5 1.4 1.0 -0.23
C 6.23446 1.31487 -0.82542 -0.6 -1.6 -1.0 -0.81
C -6.35097 -3.91895 3.18128 0.4 -0.5 -0.6 -0.85
C 0.22871 -2.94632 -3.67136 -0.6 1.5 -1.5 -0.32
C -0.82025 -2.11082 -4.06380 -1.1 0.2 0.8 0.86
C -9.19529 6.76378 -1.51389 0.1 -1.1 0.3 -0.78
C -7.19100 5.40301 -1.87780 1.0 0.0 1.3 -0.34
C -4.13922 -3.19811 2.44092 -0.3 0.4 0.5 -0.69
C -2.89926 -4.41534 4.54116 0.1 -1.3 -0.6 -0.64
C 5.27614 0.54773 1.25423 -1.1 -0.2 -0.7 -0.78
C -2.13124 -2.42140 -3.63653 0.7 -0.1 0.2 -0.55
C -0.02762 -3.98049 -2.83501 0.0 -0.9 1.6 -0.55
C -0.01213 -4.37982 2.39699 0.5 0.6 0.6 -0.60
C -6.58390 5.34994 0.82256 1.4 1.2 -0.4 -0.71
C 7.66171 1.27491 1.24945 -0.5 -1.4 0.5 0.94
C -7.69748 6.01299 0.32842 0.2 0.4 -0.2 -0.06
C -5.60175 4.91088 -0.08395 -1.2 -1.1 0.1 0.83
C 2.81557 -0.02406 -1.47367 0.0 0.8 0.7 -0.93
C 8.56508 2.20340 0.83298 -0.1 0.8 -1.4 -0.64
C -2.30664 -3.49400 -2.78358 0.3 -0.1 -0.1 -0.50
C -2.84687 2.41226 0.53826 0.4 0.0 0.0 -0.47
C 11.60437 1.66858 2.88298 -0.9 -0.5 1.1 -0.85
C 1.37136 -4.42228 2.35792 -0.8 0.0 0.5 -0.06
C -3.91040 3.03628 -0.09758 0.6 0.4 0.6 -0.75
C 1.50957 -3.52607 4.51097 0.0 0.6 0.0 -0.44
C -0.98796 2.25679 2.14734 -0.6 1.5 1.4 -0.97
C -4.28827 4.31178 0.36041 -1.0 -0.3 0.4 0.91
C 5.05012 0.96737 -1.48247 -0.1 0.6 1.9 -0.20
C -1.51640 -5.21050 -1.23443 0.0 0.6 -1.0 -0.88
H 11.95831 2.68778 2.76435 0.0 -0.1 -0.4 0.36
H 0.31266 2.40977 -4.92875 0.4 -0.1 0.2 0.46
H -1.11225 2.55904 3.18899 0.8 0.0 0.1 0.40
H -0.36017 -3.06319 5.46670 0.4 0.1 0.2 0.58
H -0.07739 2.66220 1.71695 0.0 -0.1 0.0 0.32
H 7.54819 -0.44990 2.61618 -0.3 0.2 0.0 0.42
H -1.21001 -1.94090 -6.67875 -0.1 0.2 -0.4 0.55
H -0.98740 1.17106 2.18283 -0.6 0.0 -0.9 0.34
H -2.40123 -5.00774 5.29803 -0.2 0.2 0.3 0.51
H -4.96388 -4.90930 5.11197 0.2 -0.6 -0.1 0.44
H 9.79739 -0.13098 3.49127 -0.3 0.0 0.2 0.47
H -2.42471 1.43892 0.31645 -0.5 -0.1 -0.4 0.59
H 4.04760 -4.10503 4.19294 0.1 -0.5 -0.2 0.41
H -4.68967 -2.60768 1.72264 -0.2 -0.3 -0.1 0.53
H 7.07445 1.49695 -1.48286 0.1 0.6 0.3 0.46
H -9.71557 7.26146 -0.70019 0.4 0.5 -0.1 0.31
H -7.32705 5.44597 -2.94852 -0.8 0.2 0.1 0.41
H -0.84869 2.84030 -7.76501 0.1 0.0 -0.2 0.36
H 4.80952 1.13213 -2.52074 0.5 -0.1 -0.1 0.43
H -0.60860 -5.75666 -0.99682 0.0 0.1 -0.1 0.35
H -1.94660 4.65416 2.78029 0.2 0.0 -0.1 0.41
H -6.54185 -4.34976 2.19805 0.0 0.5 -0.2 0.38
H 5.25452 0.38105 2.32109 0.4 0.1 0.0 0.54
H 3.18432 -0.01023 1.09618 -0.1 -0.3 -0.2 0.64
H 12.16273 0.90050 2.35316 0.4 0.2 0.3 0.35
H -9.88367 5.98433 -1.84208 0.0 0.1 -0.3 0.38
H 0.67826 2.08492 -8.34421 -0.1 0.0 0.0 0.41
H 0.69806 -4.71964 -2.52542 0.3 0.3 0.0 0.47
H -8.83733 7.36337 -2.34403 -0.3 0.3 0.2 0.33
H 1.81645 -4.91448 1.50582 0.6 0.4 0.1 0.45
H -8.25194 6.72656 0.92420 -0.4 -0.5 0.3 0.40
H -6.66992 -2.88540 3.26953 -0.4 -0.2 0.1 0.33
H -5.26775 4.61479 -2.17663 -0.2 -0.4 -0.1 0.42
H -0.80685 0.03052 -8.13864 0.7 0.3 -0.3 0.47
H -1.90045 -4.66617 -0.37604 0.0 -0.2 0.1 0.21
H 0.35350 0.37978 -3.43885 -0.5 -0.3 0.2 0.65
H -6.84456 -4.63523 3.83430 0.3 0.4 0.6 0.35
H 10.40558 3.11537 0.92578 0.8 -0.3 0.6 0.42
H -2.24830 -2.50513 1.81012 0.1 -0.1 0.0 0.84
H 3.95339 -2.85833 2.97809 -0.6 0.2 -0.1 0.34
H -3.26236 -3.95474 -2.56901 -0.2 0.5 0.4 0.56
H 2.93272 -1.09889 -1.37004 -0.7 -0.1 -0.4 0.43
H -2.26302 -5.87066 -1.67066 0.0 -0.2 0.3 0.47
H 8.35748 2.83813 -0.02007 -0.1 0.1 0.1 0.44
H -6.31608 5.51845 1.85717 -0.4 -0.3 0.2 0.43
H -4.49327 2.51891 -0.84456 0.1 0.0 -0.1 0.47
H 3.76620 -4.53111 2.41431 0.8 -0.1 0.3 0.31
H -0.53300 -4.66609 1.49725 -0.2 -0.2 0.2 0.34
H -3.00223 -1.83393 -3.88737 0.0 -0.1 -0.4 0.54
H -4.05001 5.71190 1.94339 0.6 0.5 -0.1 0.47
H 1.91635 0.41318 -1.03724 0.0 -0.6 0.5 0.24
H 2.75783 0.34313 -2.49571 0.7 -0.3 -0.1 0.26
H 2.11460 -3.14920 5.32465 0.2 -0.2 -0.1 0.48
H 1.15463 -2.67804 -4.16171 0.5 -0.8 0.5 0.68
H 0.68649 3.14868 -6.91816 0.0 0.0 -0.1 0.33
H 11.47431 1.49907 3.95232 0.8 -0.3 0.0 0.38
```
Positions in Å, forces in eV/Å.

=====

Look up the net charge of the first one.
+1